# 1
C28H25IrNO7P | ωB97M-V/def2-TZVPD

Results
2S+1   2
LUMO level (alpha / beta)   0.09128 / 0.09128 hartree
<S²>   0.758
ΔE to the lowest compared entry with this formula, charge and spin   5.17 kcal per mole
Total charge   -1
Kohn-Sham gap (alpha / beta)   7.348 / 7.211 eV

Positions of all 63 atoms, in Å:
Ir -2.528 0.994 -0.280
O -4.124 -2.244 -2.182
C -3.800 -1.280 -1.513
O -2.621 -0.747 -1.443
C -4.857 -0.607 -0.638
C -6.179 -0.978 -0.474
C -6.976 -0.211 0.371
C -6.453 0.902 1.026
C -5.124 1.216 0.823
N -4.402 0.452 0.013
C -4.352 2.406 1.397
O -4.928 3.155 2.165
O -3.139 2.542 0.957
H -6.549 -1.844 -1.002
H -8.015 -0.478 0.517
H -7.043 1.523 1.685
O -1.490 1.870 -1.389
C -3.354 -1.666 2.853
C -2.542 -1.380 1.594
C -1.175 -2.061 1.620
O -2.389 0.009 1.476
H -3.472 -2.741 3.010
H -4.345 -1.212 2.781
H -2.849 -1.236 3.721
H -3.085 -1.814 0.746
H -0.575 -1.648 2.436
H -0.654 -1.886 0.674
H -1.271 -3.141 1.766
O 1.061 -1.252 -0.987
P 2.257 -0.398 -0.816
C 3.845 -1.253 -1.017
C 4.416 -1.938 0.053
C 5.573 -2.682 -0.126
C 6.165 -2.752 -1.379
C 5.596 -2.084 -2.454
C 4.440 -1.339 -2.274
C 2.281 0.997 -1.966
C 3.387 1.826 -2.151
C 3.297 2.923 -2.992
C 2.096 3.203 -3.636
C 0.992 2.389 -3.441
C 1.083 1.279 -2.610
C 2.291 0.360 0.824
C 3.420 0.937 1.402
C 3.324 1.562 2.635
C 2.099 1.620 3.290
C 0.971 1.053 2.715
C 1.063 0.422 1.483
H 3.950 -1.891 1.030
H 6.009 -3.209 0.713
H 7.068 -3.333 -1.519
H 6.051 -2.144 -3.434
H 3.994 -0.820 -3.114
H 4.321 1.613 -1.641
H 4.156 3.566 -3.139
H 2.023 4.070 -4.283
H 0.046 2.616 -3.914
H 0.217 0.660 -2.431
H 4.376 0.895 0.893
H 4.203 2.007 3.085
H 2.026 2.113 4.252
H 0.012 1.104 3.215
H 0.185 -0.020 1.023

***

# 2
C28H25N3O4ReS2 | ωB97M-V/def2-TZVPD

Results
2S+1   2
LUMO level (alpha / beta)   -0.50588 / -0.50595 hartree
<S²>   0.755
ΔE to the lowest compared entry with this formula, charge and spin   4.73 kcal per mole
Total charge   +4
Kohn-Sham gap (alpha / beta)   6.484 / 6.482 eV

Positions of all 63 atoms, in Å:
Re 0.518 -0.370 1.588
O -0.810 -6.377 -2.745
N -1.455 -5.590 -2.113
O -2.662 -5.478 -2.074
C -0.689 -4.655 -1.244
C 0.499 -5.094 -0.778
C 1.273 -4.279 0.109
C 2.512 -4.655 0.679
C 3.169 -3.784 1.526
C 2.617 -2.541 1.802
N 1.435 -2.162 1.277
C 0.775 -3.029 0.448
C -0.461 -2.572 -0.060
N -0.826 -1.318 0.355
C -1.992 -0.819 -0.082
C -2.807 -1.528 -0.951
C -2.442 -2.788 -1.378
C -1.232 -3.361 -0.914
H 0.857 -6.070 -1.085
H 2.943 -5.623 0.449
H 4.115 -4.050 1.978
H 3.116 -1.831 2.450
H -2.263 0.167 0.273
H -3.731 -1.080 -1.290
H -3.075 -3.341 -2.058
O 0.085 -0.245 3.387
S -0.916 0.307 4.603
C -0.913 2.061 4.171
C -0.980 2.397 2.676
C 0.238 3.176 2.188
C 0.164 3.476 0.691
S 0.977 2.307 -0.460
O 1.286 0.973 0.614
C 2.515 2.925 -0.799
C 2.952 2.627 -2.111
C 4.147 3.160 -2.544
C 4.891 3.967 -1.686
C 4.458 4.251 -0.384
C 3.268 3.738 0.073
C -2.498 -0.314 4.345
C -2.792 -1.399 5.189
C -4.073 -1.924 5.174
C -5.039 -1.355 4.354
C -4.743 -0.265 3.530
C -3.471 0.267 3.514
H -0.001 2.432 4.643
H -1.750 2.463 4.749
H -1.875 2.989 2.475
H -1.137 1.474 2.086
H 1.178 2.682 2.444
H 0.259 4.137 2.708
H 0.626 4.429 0.428
H -0.865 3.509 0.328
H 2.346 2.022 -2.775
H 4.498 2.967 -3.549
H 5.823 4.393 -2.038
H 5.054 4.887 0.257
H 2.929 3.967 1.074
H -2.044 -1.799 5.863
H -4.328 -2.749 5.825
H -6.048 -1.748 4.373
H -5.523 0.184 2.930
H -3.264 1.142 2.913

***

# 3
C28H26BF4N3O2SeV | ωB97M-V/def2-TZVPD

Results
2S+1   2
LUMO level (alpha / beta)   0.00469 / 0.01164 hartree
<S²>   0.815
ΔE to the lowest compared entry with this formula, charge and spin   8.65 kcal per mole
Kohn-Sham gap (alpha / beta)   7.808 / 7.662 eV

Positions of all 66 atoms, in Å:
V -0.496 -0.285 -0.424
C 0.344 -2.350 1.697
N 0.797 -1.885 0.363
C 2.269 -1.817 0.398
C 0.358 -2.852 -0.673
C -1.153 -3.022 -0.623
N -1.793 -1.705 -0.480
C -3.177 -1.673 -0.369
C -3.839 -0.449 -0.497
F -3.081 0.635 -0.770
C -5.198 -0.287 -0.392
F -5.706 0.945 -0.537
C -6.028 -1.362 -0.158
C -5.414 -2.588 -0.046
F -6.154 -3.683 0.174
C -4.044 -2.753 -0.149
F -3.583 -4.013 -0.015
H 0.654 -3.390 1.847
H -0.733 -2.276 1.794
H 0.797 -1.730 2.465
H 2.669 -2.729 0.853
H 2.584 -0.959 0.989
H 2.666 -1.734 -0.607
H 0.836 -3.824 -0.514
H 0.687 -2.473 -1.643
H -1.404 -3.682 0.205
H -1.472 -3.522 -1.540
H -7.099 -1.251 -0.071
O 1.825 1.119 -0.883
B 1.131 0.199 -1.739
O 2.087 -0.494 -2.551
C 3.310 0.004 -2.175
C 4.549 -0.356 -2.646
C 5.656 0.276 -2.068
C 5.502 1.219 -1.061
C 4.233 1.574 -0.589
C 3.158 0.950 -1.170
H 4.654 -1.096 -3.429
H 6.650 0.024 -2.413
H 6.378 1.690 -0.633
H 4.099 2.312 0.193
Se -0.598 0.870 -2.612
C -0.456 2.762 -2.286
C -1.449 3.458 -1.621
C -1.278 4.825 -1.445
N -0.212 5.500 -1.877
C 0.730 4.806 -2.518
C 0.656 3.440 -2.751
H -2.332 2.957 -1.246
H -2.034 5.404 -0.925
H 1.591 5.370 -2.863
H 1.452 2.925 -3.273
C -0.636 1.350 0.878
C -0.396 0.811 2.243
C 0.864 0.874 2.852
C 1.091 0.318 4.105
C 0.063 -0.322 4.788
C -1.198 -0.384 4.205
C -1.422 0.172 2.954
H 0.117 2.079 0.585
H -1.625 1.799 0.800
H 1.670 1.381 2.328
H 2.074 0.389 4.556
H 0.238 -0.751 5.768
H -2.012 -0.867 4.733
H -2.411 0.122 2.508

***

# 4
C28H26BaN2O5S4 | ωB97M-V/def2-TZVPD

Results
LUMO level   0.11587 hartree
ΔE to the lowest compared entry with this formula, charge and spin   0.00 kcal per mole
Total charge   -2
Kohn-Sham gap   4.244 eV

Positions of all 66 atoms, in Å:
Ba -0.286 0.609 0.185
S 1.763 -4.291 0.613
C 1.423 -2.646 0.447
S 1.393 -1.860 -1.087
S 0.965 -1.738 1.881
C 1.454 3.492 2.378
C 1.539 3.880 0.924
C 2.045 5.047 0.368
C 1.885 4.912 -1.045
C 1.292 3.672 -1.247
C 0.898 3.016 -2.548
N 1.079 3.038 -0.053
H 1.845 4.290 3.016
H 2.033 2.582 2.593
H 0.414 3.297 2.685
H 2.476 5.884 0.912
H 2.168 5.622 -1.817
H 1.104 3.677 -3.395
H -0.177 2.777 -2.572
H 1.447 2.082 -2.722
O -2.087 -1.148 0.352
S -2.154 -2.255 1.356
C -3.931 -2.743 1.276
C -4.917 -1.640 1.541
C -5.737 -1.686 2.669
C -6.613 -0.645 2.961
C -6.680 0.463 2.122
C -5.876 0.514 0.989
C -5.003 -0.529 0.694
C -2.193 -1.462 2.990
C -2.288 -2.506 4.081
C -1.364 -3.560 4.129
C -1.459 -4.524 5.127
C -2.461 -4.447 6.090
C -3.369 -3.394 6.056
C -3.283 -2.432 5.055
H -4.066 -3.583 1.964
H -4.009 -3.122 0.254
H -5.672 -2.543 3.335
H -7.235 -0.696 3.848
H -7.349 1.285 2.352
H -5.913 1.380 0.335
H -4.352 -0.468 -0.174
H -3.011 -0.737 3.001
H -1.240 -0.934 3.034
H -0.551 -3.591 3.398
H -0.736 -5.331 5.155
H -2.527 -5.198 6.869
H -4.146 -3.317 6.812
H -3.992 -1.608 5.027
O -2.037 1.828 1.593
C -2.568 2.256 0.536
O -2.313 1.872 -0.637
C -3.651 3.326 0.686
C -4.258 3.857 -0.439
C -5.278 4.792 -0.321
C -5.704 5.202 0.931
C -5.082 4.662 2.044
C -4.061 3.733 1.947
N -5.538 5.088 3.368
O -5.084 4.519 4.333
O -6.474 5.862 3.422
H -3.905 3.513 -1.407
H -5.744 5.203 -1.207
H -6.496 5.925 1.061
H -3.586 3.312 2.825